Below is a 3-piece molecular cluster, C2H10NO3 overall in a non-equilibrium geometry, with properties calculated with the ωB97M-V functional and the def2-TZVPD basis.

Total energy (eV): -9869.3805
HOMO (eV): -3.8272
Net charge: -1
Max |F| (eV/Å): 1.3
ΔE to the lowest compared entry with this formula, charge and spin (kJ/mol): 37.6
LUMO (eV): 4.23
Orbital gap (eV): 8.1
Multiplicity: 1

Last column: Löwdin charge in e.
Positions of all 16 atoms, in Å:
C 2.331 -0.809 1.046  -0.186
N 0.981 -0.418 1.396  -0.115
C 0.388 0.611 0.530  -0.438
O -0.173 0.104 -0.621  -0.323
H 2.469 -1.367 0.103  0.065
H 2.770 -1.406 1.847  0.053
H 2.958 0.076 0.896  0.060
H 0.404 -1.240 1.449  0.078
H 1.134 1.397 0.290  0.100
H -0.377 1.110 1.139  0.089
H -0.702 1.336 -1.664  0.005
H -1.659 1.901 -2.705  -0.009
O -1.282 2.148 -1.860  -0.147
H -1.038 -1.068 -0.351  -0.033
H -2.444 -0.974 -0.001  -0.016
O -1.832 -1.697 -0.103  -0.184

Forces on atoms 1 to 6 (eV/Å):
C 0.270 0.008 -0.458
N 1.109 0.691 0.299
C -0.821 -0.547 -0.649
O 0.767 0.164 -0.336
H -0.372 -0.116 0.060
H 0.085 -0.032 0.067

Below is a 2-piece molecular cluster, C5H13NO overall in a non-equilibrium geometry, with properties calculated with the ωB97M-V functional and the def2-TZVPD basis.

Total energy (eV): -8931.2308
HOMO (eV): -7.8781
Net charge: 0
Max |F| (eV/Å): 6.0
ΔE to the lowest compared entry with this formula, charge and spin (kJ/mol): 268.2
LUMO (eV): 0.92
Orbital gap (eV): 8.8
Multiplicity: 1

Last column: Löwdin charge in e.
Positions of all 20 atoms, in Å:
C -0.739 1.969 2.039  -0.114
C 0.237 0.983 1.334  -0.188
C -0.031 -0.030 0.580  -0.240
N 0.808 -0.815 -0.142  -0.058
C 0.387 -1.506 -1.383  -0.231
C 0.105 -2.982 -1.020  -0.103
H -1.005 1.550 3.022  0.068
H -0.378 3.018 2.101  0.075
H -1.643 2.133 1.480  0.049
H 1.270 1.064 1.702  0.107
H -1.046 -0.566 0.557  0.160
H 1.776 -0.611 -0.097  0.113
H 1.320 -1.484 -2.013  0.121
H -0.443 -1.209 -2.008  0.101
H 0.655 -3.325 -0.268  0.012
H 0.188 -3.563 -1.962  0.074
H -0.965 -3.292 -0.852  0.083
O 0.002 3.276 -1.108  -0.120
H -0.021 2.432 -1.680  0.069
H -0.478 2.958 -0.281  0.021

Forces on atoms 1 to 6 (eV/Å):
C 0.587 -0.836 -0.153
C 0.680 2.978 2.784
C -3.315 -2.884 -1.229
N -0.173 -0.441 -1.004
C 1.968 -1.865 1.087
C -3.774 0.455 -4.663